(1)
{
  "formula": "C4H9NO3",
  "method": "the ωB97M-V functional and the def2-TZVPD basis",
  "species": ["N", "C", "C", "O", "C", "C", "O", "O", "H", "H", "H", "H", "H", "H", "H", "H", "H"],
  "xyz": [[1.30559, 1.36631, 0.33474], [0.49692, 0.37691, -0.33529], [1.16355, -0.33229, -1.53988], [2.39520, 0.26436, -1.88731], [-0.05114, -0.71493, 0.72580], [-1.44494, -0.32515, 0.94308], [-1.92846, 0.61022, 1.51932], [-2.28954, -1.30922, 0.46443], [1.91359, 0.97969, 1.02809], [1.00667, 2.31711, 0.41174], [-0.46632, 0.82938, -0.67984], [0.49051, -0.26261, -2.39733], [1.45993, -1.36221, -1.30707], [2.51343, 1.08904, -1.37687], [0.54574, -0.90876, 1.59505], [-0.01016, -1.67492, 0.16842], [-3.22271, -1.19847, 0.68685]],
  "atomic_forces_ev_per_a": [[0.294, -0.531, -1.172], [-1.382, -0.458, 1.535], [1.122, 0.472, 0.210], [0.350, 0.650, -0.213], [0.961, -0.273, -3.095], [-2.897, -1.451, 1.533], [0.804, 0.557, -0.132], [0.865, -0.462, -0.524], [0.050, 0.412, 0.370], [-0.177, -0.056, 0.274], [1.110, 0.149, -0.017], [-0.056, -0.402, 0.027], [-0.696, -0.031, -0.063], [-0.322, -0.423, -0.039], [0.233, 0.660, 0.647], [-0.454, 0.477, 0.466], [0.194, 0.711, 0.193]],
  "e_above_lowest_kcal_mol": 36.3,
  "homo_lumo_gap_ev": 10.311,
  "total_charge": 0,
  "smiles": "N[C@@H](CO)CC(=O)O",
  "e_homo_ev": -9.61,
  "lumo_energy_ha": 0.02577,
  "total_energy_ha": -438.27114
}

***

(2)
{
  "formula": "C7H11PS2",
  "method": "the ωB97M-V functional and the def2-TZVPD basis",
  "species": ["C", "S", "P", "S", "C", "C", "C", "C", "C", "C", "H", "H", "H", "H", "H", "H", "H", "H", "H", "H", "H"],
  "xyz": [[2.30274, -2.28582, 1.92991], [0.67543, -1.75116, 2.34336], [0.17678, -1.55348, 0.30682], [0.68913, -3.36716, -0.53041], [-1.45341, -0.71352, 0.18953], [-1.34998, 0.53408, -0.27135], [-2.46684, 1.46058, -0.49579], [0.03875, 0.90824, -0.58390], [0.24061, 2.27422, -1.24960], [0.98841, -0.03338, -0.57398], [2.91341, -2.58002, 2.84405], [2.70119, -1.46425, 1.32646], [2.15125, -3.16615, 1.25113], [-2.40616, -1.21351, 0.37228], [-2.19406, 2.38642, -0.04358], [-3.33461, 1.13543, -0.00832], [-2.60977, 1.67581, -1.65619], [-0.31191, 3.02960, -0.76394], [-0.14689, 2.19705, -2.29114], [1.41483, 2.49498, -1.33491], [1.98110, 0.03205, -0.76044]],
  "atomic_forces_ev_per_a": [[1.232, -1.311, -0.017], [-1.274, 0.970, 0.251], [0.762, -0.539, -2.111], [-1.256, 2.006, 0.136], [-0.279, -1.111, 0.329], [0.659, -1.414, 0.458], [0.720, 0.790, -2.781], [0.995, 1.373, -1.957], [2.948, -1.494, -1.141], [-4.101, -1.580, 2.922], [-0.837, 0.696, -1.187], [0.774, -0.343, 0.422], [0.583, 0.660, 0.811], [0.382, 0.097, 0.151], [0.032, 0.982, 0.214], [-1.446, -0.600, 0.239], [0.060, -0.520, 2.436], [-0.223, 1.078, 0.622], [0.263, 0.131, 0.588], [-2.773, -0.190, 0.302], [2.779, 0.319, -0.687]],
  "e_above_lowest_kcal_mol": 0.0,
  "homo_lumo_gap_ev": 7.859,
  "total_charge": 0,
  "smiles": "CSP1(=S)C=C(C)C(C)=C1",
  "e_homo_ev": -8.22,
  "lumo_energy_ha": -0.01322,
  "total_energy_ha": -1411.01012
}